ORCA calculation (ωB97M-V/def2-TZVPD) on a structure of composition C27H20AuN5O10.

The geometry in XYZ format:
```
63
C27H20AuN5O10 (ωB97M-V/def2-TZVPD)
Au 0.4303 -0.2888 -0.1129
C 5.5067 -0.2897 -3.3487
C 4.1329 -0.3179 -3.5302
C 3.2903 -0.2655 -2.4292
C 3.8361 -0.1929 -1.1569
C 5.2136 -0.1619 -0.9635
C 6.0446 -0.2103 -2.0674
N 2.9004 -0.1483 -0.0829
N 3.3522 -0.1862 1.0660
C 2.3341 -0.1552 2.0543
C 2.7360 -0.1490 3.3806
C 1.7888 -0.1442 4.3946
C 0.4420 -0.1581 4.0813
C 0.0118 -0.1681 2.7532
C 0.9631 -0.1641 1.7632
H 6.1647 -0.3287 -4.2069
H 3.7132 -0.3795 -4.5251
H 2.2152 -0.2862 -2.5578
H 5.6124 -0.1022 0.0389
H 7.1179 -0.1867 -1.9324
H 3.7963 -0.1574 3.5953
H 2.1051 -0.1399 5.4285
H -0.2990 -0.1655 4.8699
H -1.0394 -0.1919 2.5079
C 0.1977 6.6648 -0.4092
O -1.1609 6.2794 -0.2754
C -1.4335 4.9602 -0.1881
C -2.7994 4.6368 -0.0602
C -3.1437 3.3270 0.0588
C -2.2083 2.2562 0.0527
C -2.7051 0.9146 0.2459
C -4.1873 0.6203 0.3673
O -1.9774 -0.0880 0.3194
C -0.8274 2.5964 -0.1380
O 0.1918 1.8000 -0.2998
C -0.4839 3.9708 -0.2207
H 0.1980 7.7496 -0.4563
H 0.6319 6.2579 -1.3250
H 0.7854 6.3343 0.4500
H -3.5343 5.4285 -0.0547
H -4.1936 3.0984 0.1549
H -4.7914 1.4030 0.8134
H -4.2919 -0.2922 0.9499
H -4.5708 0.4199 -0.6367
H 0.5680 4.1817 -0.3395
O -5.0340 -4.8831 -1.4706
N -4.2233 -5.2387 -0.6393
O -4.3189 -6.2431 0.0384
C -2.9744 -4.4818 -0.5399
C -2.0127 -4.8785 0.3911
C -0.8663 -4.1521 0.4547
C -0.5646 -3.0144 -0.3442
O 0.5650 -2.4338 -0.1836
C -1.6002 -2.6726 -1.2608
C -2.7840 -3.3944 -1.3511
N -1.4969 -1.5214 -2.1407
O -0.4476 -0.8525 -2.1705
O -2.4259 -1.2532 -2.8572
N 0.1624 -4.5106 1.4466
O 0.0542 -4.0129 2.5474
O 1.0726 -5.2120 1.0684
H -2.1909 -5.7269 1.0365
H -3.5475 -3.0994 -2.0536
```

Gap between HOMO and LUMO in eV: 6.4
HOMO level in eV: -8.3
Largest force on an atom in eV Å⁻¹: 1.00

ORCA calculation (ωB97M-V/def2-TZVPD) on a cluster of 2 separate species, C10H16F3NO6 in total.

The geometry in XYZ format:
```
36
C10H16F3NO6 (ωB97M-V/def2-TZVPD)
C -2.2998 -0.5618 -0.2348
C -1.4749 0.2763 -1.1976
C -0.6371 1.3993 -0.5314
C -1.0024 2.7551 -1.1124
F -0.1093 3.7111 -0.7687
F -1.0805 2.7311 -2.4618
F -2.2235 3.1335 -0.6483
C 0.8400 1.1526 -0.9782
O 1.3074 1.2018 -2.0844
O 1.6255 0.8035 0.0820
C 0.8876 0.5789 1.2593
O 1.5749 1.2646 2.2782
C 0.7469 -0.8924 1.6126
C 0.9272 -1.8357 0.4218
C 0.2975 -3.1880 0.7189
N -0.6240 -3.7274 -0.2247
O 0.5848 -3.7950 1.7228
C -0.3772 1.4098 0.9619
O -1.4427 1.2710 1.8693
H -3.1336 0.0060 0.1554
H -1.7367 -0.9178 0.6158
H -2.7231 -1.3992 -0.7747
H -2.1659 0.7243 -1.8977
H -0.8216 -0.3454 -1.7962
H 1.1160 1.0525 3.0944
H 1.5243 -1.1214 2.3269
H -0.2082 -1.0209 2.1088
H 1.9912 -1.9681 0.2728
H 0.5136 -1.4464 -0.4977
H -0.4235 -3.3774 -1.1513
H -1.5656 -3.4383 0.0058
H 0.0231 2.4081 1.1216
H -1.7042 2.1377 2.1670
O 4.1263 0.0013 -2.0868
H 4.0054 0.4785 -2.9116
H 3.6623 0.5381 -1.4374
```

Gap between HOMO and LUMO in eV: 10.5
HOMO level in eV: -10.3
Largest force on an atom in eV Å⁻¹: 2.16
SMILES: CC[C@]1(C(F)(F)F)C(=O)O[C@](O)(CCC(N)=O)[C@@H]1O.O
ΔE to the lowest compared entry with this formula, charge and spin in kcal per mole: 6.32

ORCA calculation (ωB97M-V/def2-TZVPD) on a structure of composition C52H51BN3NdO10S.

The geometry in XYZ format:
```
119
C52H51BN3NdO10S (ωB97M-V/def2-TZVPD)
Nd -11.7000 3.6184 22.2789
O -9.3869 2.9648 26.2261
C -9.6038 3.3620 25.1040
O -10.5971 2.9669 24.3244
C -8.7034 4.3346 24.4043
C -8.1093 5.4259 24.9846
C -7.6121 6.4886 24.2088
C -7.8978 6.4874 22.8307
C -8.4500 5.3742 22.2751
N -8.5234 4.2396 23.0359
C -9.1452 5.3651 20.9802
O -8.7501 6.1572 20.1108
O -10.1987 4.5371 20.8734
H -8.0128 5.3534 26.0155
H -7.1019 7.2982 24.7174
H -7.5713 7.2970 22.1502
C -17.1111 8.4086 21.5190
C -15.6019 8.0918 21.5346
C -14.7615 9.2760 21.1371
O -15.2742 7.6253 22.8646
C -14.5565 6.3866 22.7963
C -14.4020 6.1204 21.2874
O -15.3689 6.9638 20.6479
C -14.6429 4.6384 20.8030
O -13.7113 3.7614 21.3380
C -14.4333 4.6823 19.2486
C -13.2578 5.2119 18.7095
C -13.0281 5.0895 17.3507
C -13.8698 4.4076 16.4843
C -15.0688 3.9384 17.0452
C -15.3527 4.0103 18.4220
C -16.0343 4.1621 21.1550
C -16.0746 3.0389 21.9773
C -17.2653 2.5105 22.3406
C -18.4866 2.9692 21.8644
C -18.4822 4.0401 21.0069
C -17.2668 4.6598 20.7003
C -13.2225 6.3714 23.7481
O -12.4392 5.3285 23.4323
C -13.6789 6.2359 25.2036
C -13.4591 4.9981 25.8769
C -13.8694 4.8501 27.2163
C -14.5346 5.8751 27.9325
C -14.8586 7.0244 27.2316
C -14.4063 7.2227 25.8962
C -12.2887 7.6003 23.5348
C -11.8484 8.4450 24.5937
C -10.7707 9.2512 24.4070
C -10.1481 9.3923 23.1497
C -10.6777 8.7211 22.1139
C -11.6455 7.7926 22.3118
H -17.2595 9.2358 22.1517
H -17.7047 7.5298 21.8989
H -17.4671 8.6703 20.5293
H -15.0561 10.0873 21.7120
H -15.0181 9.4715 20.0831
H -13.6684 9.1750 21.1587
H -15.1469 5.6146 23.3351
H -13.4707 6.4445 20.9011
H -12.5591 5.7036 19.3511
H -12.2020 5.6203 16.9130
H -13.7841 4.3664 15.4179
H -15.8203 3.4791 16.4224
H -16.2797 3.5950 18.8336
H -15.2029 2.5120 22.3973
H -17.2013 1.6034 22.9854
H -19.4432 2.6088 22.2396
H -19.4124 4.3280 20.5569
H -17.1901 5.5058 20.0052
H -13.0566 4.1499 25.3612
H -13.6941 3.9432 27.7872
H -14.9343 5.6925 28.8947
H -15.4314 7.7768 27.7544
H -14.7089 8.0881 25.3507
H -12.3677 8.4529 25.5362
H -10.3040 9.7564 25.2657
H -9.2060 9.9795 23.0158
H -10.2417 8.8458 21.1108
H -11.8212 7.1193 21.4067
S -12.7893 0.8317 22.1254
C -12.0316 0.3872 23.6144
N -12.7393 0.6202 24.7526
C -12.4477 0.0525 26.0517
C -10.9868 -0.3635 26.1849
C -10.4930 -1.0305 24.9493
N -10.8908 -0.2838 23.7216
H -13.7243 0.8328 24.5172
H -13.1364 -0.7800 26.2696
H -12.7746 0.8320 26.7832
H -10.7630 -0.9792 27.0662
H -10.3495 0.5001 26.4127
H -10.9264 -2.0302 24.9072
H -9.3705 -1.1502 24.8263
H -10.3636 -0.4690 22.8358
C -2.9052 -1.3989 20.1090
C -3.1582 -0.3892 21.2441
C -2.9207 -1.0083 22.6843
C -2.2417 0.8313 21.0695
C -4.5885 0.2158 21.1303
C -5.3120 0.2276 19.9654
C -6.4513 1.0726 19.7823
C -6.9401 1.7331 20.8955
O -7.9952 2.6566 21.0640
B -7.9286 3.0368 22.4457
O -6.8653 2.3826 23.0895
C -6.2976 1.5808 22.0997
C -5.1061 0.9363 22.2436
H -1.8731 -1.8531 20.0822
H -3.0934 -0.9052 19.0988
H -3.5223 -2.2987 20.3434
H -1.9488 -1.5317 22.6659
H -3.6440 -1.8188 22.8659
H -2.8981 -0.2757 23.5166
H -1.1929 0.7810 21.4644
H -2.6186 1.6530 21.6394
H -2.1558 1.1351 20.0081
H -5.0642 -0.4559 19.1397
H -6.9491 1.1598 18.8101
H -4.7120 0.9149 23.2237
```

Gap between HOMO and LUMO in eV: 2.8
HOMO level in eV: 0.7
Charge: -2
2S+1: 4
Largest force on an atom in eV Å⁻¹: 5.85

ORCA calculation (ωB97M-V/def2-TZVPD) on a structure of composition C3H3O3Pt.

The geometry in XYZ format:
```
10
C3H3O3Pt (ωB97M-V/def2-TZVPD)
C -1.3949 0.3667 0.0607
C -1.5477 -0.9225 0.0398
O -1.6226 1.5636 0.0725
H -1.6672 -1.4210 -0.9282
H -1.6548 -1.4596 0.9882
H -0.8481 2.1597 -0.0450
O 1.0170 -1.5181 0.0039
C 1.6152 -0.5276 0.0130
Pt 3.6291 1.4875 -0.2582
O 2.4739 0.2713 0.0534
```

Gap between HOMO and LUMO (spin up / spin down) in eV: 7.3 / 4.0
HOMO level (spin up / spin down) in eV: -23.8 / -23.7
Charge: +3
2S+1: 3
Largest force on an atom in eV Å⁻¹: 10.47
ΔE to the lowest compared entry with this formula, charge and spin in kcal per mole: 0.00